No. 1
{"formula": "C37H55F9N2PRhSi2", "method": "ωB97M-V/def2-TZVPD", "symbols": ["Rh", "C", "Si", "C", "N", "C", "C", "C", "C", "C", "C", "C", "C", "C", "C", "C", "C", "C", "C", "C", "C", "C", "H", "H", "H", "H", "H", "H", "H", "H", "H", "H", "H", "H", "H", "H", "H", "H", "H", "H", "H", "H", "H", "H", "H", "H", "F", "P", "F", "F", "F", "F", "F", "C", "C", "C", "C", "Si", "C", "C", "C", "C", "C", "C", "C", "C", "H", "H", "H", "H", "H", "H", "H", "H", "H", "H", "H", "H", "H", "H", "H", "H", "H", "H", "H", "H", "H", "H", "H", "H", "H", "H", "H", "F", "C", "F", "F", "C", "C", "C", "N", "C", "C", "H", "H", "H", "H"], "positions_angstrom": [[0.6134, 0.2057, 0.4196], [-1.2432, 0.4584, 1.2200], [-2.1713, 2.0822, 1.1393], [-2.3628, 2.6896, -0.7399], [-1.3476, 2.4318, -1.6732], [-1.4690, 1.3228, -2.5935], [-2.0539, 1.8607, -3.9316], [-1.8225, 3.3677, -4.0645], [-0.4450, 3.7519, -3.5325], [-0.3275, 3.4030, -2.0249], [-3.9595, 1.7636, 1.5747], [-4.6837, 2.6271, 2.4000], [-6.0178, 2.3786, 2.6967], [-6.6512, 1.2652, 2.1679], [-5.9519, 0.3988, 1.3372], [-4.6206, 0.6480, 1.0465], [-1.5220, 3.5168, 2.1432], [-1.6129, 3.4271, 3.5376], [-1.1262, 4.4322, 4.3591], [-0.5393, 5.5590, 3.8010], [-0.4604, 5.6824, 2.4217], [-0.9515, 4.6725, 1.6069], [-1.8552, -0.2269, 0.6169], [-1.3614, 0.0992, 2.2491], [-2.5506, 3.7627, -0.6431], [-3.2765, 2.1763, -1.0475], [-2.1070, 0.5609, -2.1486], [-0.4739, 0.9143, -2.7603], [-3.1179, 1.6313, -3.9863], [-1.5563, 1.3233, -4.7375], [-2.5996, 3.9163, -3.5231], [-1.9107, 3.6590, -5.1102], [-0.2591, 4.8188, -3.6481], [0.3270, 3.2215, -4.0859], [-0.4592, 4.2758, -1.3940], [0.6509, 2.9520, -1.8247], [-4.2084, 3.5084, 2.8126], [-6.5626, 3.0586, 3.3383], [-7.6908, 1.0725, 2.3980], [-6.4457, -0.4686, 0.9188], [-4.0939, -0.0434, 0.3951], [-2.0805, 2.5611, 3.9967], [-1.2087, 4.3384, 5.4342], [-0.1570, 6.3448, 4.4391], [-0.0219, 6.5679, 1.9801], [-0.8846, 4.8085, 0.5360], [1.8438, 0.5335, -1.6486], [2.4667, 0.3690, -3.2493], [1.0436, -0.3266, -3.6331], [2.9883, 0.2321, -4.7289], [1.8035, 1.8163, -3.5435], [3.0253, -1.0767, -2.8221], [3.7999, 1.0642, -2.7351], [2.2678, -0.4583, 5.0974], [1.2248, -0.2831, 3.9823], [0.2027, -1.4248, 4.0983], [0.4383, 1.0089, 4.2525], [2.0602, -0.2086, 2.2547], [3.2524, -1.6847, 1.8739], [2.6304, -3.0543, 2.1758], [4.4970, -1.5144, 2.7666], [3.7448, -1.6848, 0.4190], [2.8432, 1.5231, 1.9191], [3.4497, 2.2520, 3.1264], [3.9192, 1.5259, 0.8243], [1.6406, 2.3408, 1.4043], [1.7801, -0.2842, 6.0618], [3.1000, 0.2444, 5.0185], [2.6745, -1.4690, 5.1239], [-0.3076, -1.3505, 5.0638], [0.6490, -2.4147, 4.0471], [-0.5637, -1.3564, 3.3281], [-0.1013, 0.9036, 5.1996], [-0.2985, 1.2032, 3.4749], [1.0672, 1.8909, 4.3445], [2.3536, -3.1661, 3.2227], [3.3717, -3.8299, 1.9584], [1.7515, -3.2661, 1.5599], [4.2872, -1.6775, 3.8213], [4.9574, -0.5311, 2.6552], [5.2467, -2.2541, 2.4667], [2.9568, -1.5490, -0.3114], [4.2211, -2.6466, 0.2055], [4.4874, -0.9152, 0.2309], [4.2997, 1.7013, 3.5333], [2.7477, 2.4291, 3.9375], [3.8246, 3.2276, 2.7993], [4.8324, 1.0386, 1.1638], [4.1793, 2.5652, 0.5956], [3.6065, 1.0623, -0.1070], [0.8381, 2.4638, 2.1241], [1.2356, 2.0447, 0.3854], [1.9673, 3.3486, 1.1105], [-1.7285, -6.3510, -0.1755], [-0.9403, -5.7593, -1.0786], [0.1799, -6.4829, -1.1907], [-1.5675, -5.7895, -2.2612], [-0.6136, -4.3360, -0.6882], [0.1419, -3.5550, -1.5429], [0.4440, -2.2603, -1.1688], [0.0345, -1.7316, -0.0034], [-0.7162, -2.4939, 0.8071], [-1.0551, -3.7969, 0.5067], [0.4958, -3.9290, -2.4938], [1.0159, -1.6287, -1.8236], [-1.0430, -2.0431, 1.7280], [-1.6474, -4.3752, 1.2005]], "forces_ev_per_angstrom": [[-0.1, -0.3, -0.3], [0.1, 0.0, 0.1], [0.0, 0.0, 0.0], [-0.1, 0.1, -0.1], [0.0, 0.0, 0.1], [0.0, 0.0, 0.0], [0.0, 0.0, 0.0], [0.0, 0.0, 0.0], [0.0, 0.0, 0.0], [0.0, 0.0, 0.0], [0.0, 0.0, 0.0], [0.0, 0.0, 0.0], [0.0, 0.0, 0.0], [0.0, 0.0, 0.0], [0.0, 0.0, 0.0], [0.0, 0.0, 0.0], [0.0, 0.0, 0.0], [-0.1, 0.0, 0.0], [0.0, 0.0, 0.0], [0.0, 0.0, 0.0], [0.0, 0.0, 0.0], [0.0, 0.0, 0.0], [0.0, 0.0, 0.0], [0.0, 0.1, -0.1], [0.0, 0.0, 0.0], [0.0, 0.0, 0.0], [0.0, 0.0, 0.0], [0.0, 0.0, 0.0], [0.0, 0.0, 0.0], [0.0, 0.0, 0.0], [0.0, 0.0, 0.0], [0.0, 0.0, 0.0], [0.0, 0.0, 0.0], [-0.1, 0.0, 0.0], [0.0, 0.0, 0.0], [0.0, 0.0, 0.0], [0.0, 0.0, 0.0], [0.0, 0.0, 0.0], [0.0, 0.0, 0.0], [0.0, 0.0, 0.0], [0.0, 0.0, 0.0], [0.0, 0.0, 0.0], [0.0, 0.0, 0.0], [0.0, 0.0, 0.0], [0.0, 0.0, 0.0], [0.0, 0.0, 0.0], [0.0, -0.1, 0.0], [0.2, -0.1, 0.1], [-0.1, 0.0, 0.0], [0.0, 0.0, 0.0], [0.1, -0.1, 0.0], [-0.1, 0.0, 0.1], [0.0, 0.1, 0.0], [0.0, 0.0, 0.0], [-0.2, 0.0, -0.1], [0.0, 0.0, 0.1], [0.0, 0.0, 0.0], [0.2, -0.1, 0.0], [-0.1, 0.2, 0.1], [0.0, 0.0, -0.1], [0.0, 0.0, 0.0], [0.0, -0.1, 0.0], [-0.1, 0.0, -0.1], [0.0, 0.0, 0.0], [0.0, 0.1, 0.0], [0.1, 0.1, -0.1], [0.0, 0.0, 0.0], [0.0, 0.0, 0.0], [0.0, 0.0, 0.0], [0.0, 0.0, 0.0], [0.0, 0.0, -0.1], [0.0, 0.0, 0.1], [0.0, 0.0, 0.0], [0.1, 0.0, 0.1], [-0.1, 0.0, 0.0], [0.0, 0.0, 0.0], [0.0, 0.0, 0.0], [0.0, 0.0, 0.0], [0.0, 0.0, 0.0], [0.0, 0.0, 0.0], [0.0, 0.0, 0.0], [-0.2, 0.0, -0.2], [0.0, 0.0, 0.0], [0.0, 0.0, 0.0], [0.0, 0.0, 0.0], [0.1, 0.0, 0.0], [0.0, 0.0, 0.0], [0.0, 0.0, 0.0], [0.0, 0.0, 0.0], [-0.1, 0.0, -0.1], [0.0, 0.0, 0.0], [-0.1, -0.3, 0.1], [0.0, 0.0, 0.1], [0.0, 0.0, 0.0], [0.0, 0.0, 0.0], [0.0, 0.0, 0.0], [0.0, 0.0, 0.0], [0.0, 0.0, 0.0], [0.0, 0.0, 0.0], [0.0, 0.0, 0.0], [0.1, 0.2, 0.0], [0.1, 0.1, 0.0], [0.0, 0.0, 0.0], [0.0, 0.0, 0.0], [0.1, 0.1, 0.0], [0.0, 0.0, -0.1], [0.0, 0.0, 0.0]], "e_homo_ev": [-11.90, -11.91], "total_charge": 1, "energy_ev": -94752.4861, "multiplicity": 2, "largest_force_ev_per_a": 0.41, "s2": 0.754}

No. 2
{"formula": "C37H56F17N3O7", "method": "ωB97M-V/def2-TZVPD", "symbols": ["C", "C", "O", "C", "C", "C", "C", "C", "C", "F", "F", "C", "F", "F", "C", "F", "F", "C", "F", "F", "C", "F", "F", "C", "F", "F", "C", "F", "F", "C", "F", "F", "F", "C", "N", "C", "O", "C", "O", "C", "C", "C", "C", "C", "C", "C", "H", "H", "H", "H", "H", "H", "H", "H", "H", "H", "H", "H", "H", "H", "H", "H", "H", "H", "H", "H", "H", "H", "H", "H", "H", "H", "C", "O", "C", "C", "N", "C", "C", "O", "C", "H", "H", "H", "H", "H", "H", "H", "H", "H", "H", "H", "H", "H", "H", "H", "C", "O", "C", "C", "N", "C", "C", "O", "C", "H", "H", "H", "H", "H", "H", "H", "H", "H", "H", "H", "H", "H", "H", "H"], "positions_angstrom": [[0.4373, 0.9518, 3.3321], [0.7774, 1.1935, 1.8829], [0.6888, -0.0417, 1.2004], [0.5390, 0.1030, -0.2009], [1.9222, 0.3185, -0.8395], [1.9877, 0.0531, -2.3556], [3.4468, 0.3241, -2.7612], [4.4778, -0.5595, -2.0548], [5.7082, 0.1436, -1.4938], [5.5873, 1.4837, -1.4354], [6.7599, -0.0883, -2.3222], [6.0752, -0.2999, -0.0430], [6.9501, 0.5909, 0.4427], [4.9562, -0.1997, 0.7036], [6.7208, -1.6994, 0.0446], [6.1580, -2.5700, -0.8059], [7.9879, -1.5398, -0.3775], [6.8017, -2.2875, 1.5009], [6.8168, -1.3139, 2.4091], [7.9909, -2.9121, 1.6026], [5.7544, -3.3866, 1.8534], [5.9661, -4.4776, 1.1210], [6.0129, -3.7350, 3.1371], [4.2718, -2.9525, 1.8398], [4.1557, -1.8793, 2.6304], [3.8604, -2.6381, 0.5956], [3.2811, -4.0092, 2.3969], [3.3844, -4.0906, 3.7264], [3.5045, -5.2336, 1.8896], [1.7845, -3.6549, 2.0930], [1.0489, -4.4983, 2.8423], [1.4776, -2.4207, 2.4576], [1.4685, -3.8851, 0.8236], [1.1004, 1.1291, -3.0907], [-0.0118, 0.6573, -3.8723], [-1.1519, 0.1320, -3.1435], [1.5559, -1.3035, -2.5437], [2.0359, -1.9530, -3.6318], [1.9318, -1.5624, -4.7764], [2.7612, -3.2609, -3.3179], [1.8802, -4.4584, -3.5096], [1.3472, -5.0602, -2.4043], [0.5212, -6.1310, -2.4975], [0.2364, -6.6492, -3.7331], [0.7856, -6.0762, -4.8298], [1.5879, -4.9866, -4.7356], [-0.5835, 0.5779, 3.3829], [0.4641, 1.8635, 3.9238], [1.1100, 0.2457, 3.8118], [1.7699, 1.6450, 1.7779], [0.0647, 1.9151, 1.4693], [0.1385, -0.8310, -0.5790], [-0.0950, 0.9543, -0.4441], [2.6182, -0.3050, -0.2838], [2.2334, 1.3545, -0.7075], [3.5883, 0.2080, -3.8343], [3.5937, 1.3838, -2.5881], [4.8557, -1.2781, -2.7746], [4.0479, -1.1696, -1.2687], [0.7065, 1.8253, -2.3528], [1.7466, 1.7278, -3.7311], [0.2657, 0.0768, -4.6477], [-1.9677, 0.0050, -3.8445], [-0.9785, -0.8628, -2.7171], [-1.4972, 0.8174, -2.3773], [3.6640, -3.2778, -3.9231], [3.0745, -3.2209, -2.2766], [1.5996, -4.6613, -1.4300], [0.0715, -6.6029, -1.6381], [-0.4078, -7.5114, -3.7923], [0.5752, -6.5011, -5.8008], [2.0076, -4.5331, -5.6216], [-5.6843, 3.2061, -8.0373], [-6.1923, 3.8311, -6.8743], [-7.4306, 3.3065, -6.4118], [-7.2596, 2.4905, -5.1451], [-6.5655, 1.2340, -5.3988], [-6.1067, 0.5302, -4.2014], [-5.1410, 1.2381, -3.2521], [-3.8373, 1.4360, -3.7669], [-3.6831, 2.5474, -4.6311], [-4.8897, 3.8396, -8.4287], [-5.2561, 2.2220, -7.8196], [-6.4565, 3.1022, -8.8044], [-7.9365, 2.7283, -7.1906], [-8.0619, 4.1671, -6.1743], [-8.2485, 2.2720, -4.7302], [-6.7239, 3.1201, -4.4235], [-5.7637, 1.4146, -5.9866], [-5.6135, -0.3819, -4.5464], [-6.9874, 0.2170, -3.6312], [-5.0128, 0.5817, -2.3869], [-5.5477, 2.1789, -2.8624], [-4.3169, 3.3878, -4.3384], [-3.8855, 2.2707, -5.6689], [-2.6401, 2.8623, -4.5802], [-3.4202, 0.6873, 9.1585], [-3.6494, 2.0823, 9.2120], [-2.7442, 2.8004, 10.0416], [-1.7630, 3.6211, 9.2274], [-0.8029, 2.7783, 8.5252], [-0.0149, 3.4627, 7.5006], [-0.7404, 4.1466, 6.3424], [-1.3650, 3.2654, 5.4271], [-2.6279, 2.7678, 5.8287], [-4.3006, 0.2278, 8.7115], [-2.5550, 0.4379, 8.5352], [-3.2781, 0.2673, 10.1580], [-2.2239, 2.1347, 10.7363], [-3.3495, 3.4915, 10.6345], [-1.2205, 4.2921, 9.9007], [-2.3512, 4.2400, 8.5382], [-1.2964, 2.0133, 8.0869], [0.6523, 2.7123, 7.0690], [0.6210, 4.2030, 7.9969], [0.0214, 4.6734, 5.7617], [-1.4476, 4.9127, 6.6818], [-3.1990, 3.5049, 6.3978], [-2.5227, 1.8479, 6.4096], [-3.1874, 2.5162, 4.9273]], "forces_ev_per_angstrom": [[-0.2, 0.1, 0.2], [0.1, 0.1, 0.3], [-0.4, 0.2, -0.2], [1.2, -0.1, 0.0], [-0.6, -0.1, -0.2], [0.2, 1.6, 0.8], [-0.1, -0.5, -0.3], [0.1, -0.1, -0.1], [-0.2, -0.4, -0.3], [-0.3, 0.3, 0.1], [0.4, -0.1, 0.1], [-0.1, 0.7, -0.6], [0.3, 0.0, 0.2], [-0.1, -0.2, 0.1], [0.9, 0.3, 0.2], [-0.5, -0.2, 0.1], [0.1, 0.1, 0.1], [0.4, -0.6, -0.5], [-0.4, 0.3, 0.1], [0.0, -0.3, -0.1], [0.0, 0.0, 0.9], [-0.1, 0.1, -0.6], [0.0, 0.2, 0.1], [-0.3, -0.4, 0.3], [0.0, 0.3, 0.0], [0.1, 0.0, -0.2], [-0.6, -0.2, -0.1], [0.2, 0.2, 0.2], [0.2, 0.1, -0.2], [-0.3, -0.7, 0.8], [0.1, 0.1, -0.2], [0.2, -0.1, -0.4], [0.1, 0.4, -0.1], [-0.3, -0.7, -0.4], [-0.1, 0.6, 0.2], [0.1, -0.7, -0.6], [0.6, -0.3, -0.3], [0.2, -0.3, -1.3], [0.0, 0.1, 1.1], [-0.2, 0.6, 0.5], [0.6, 0.5, 0.1], [0.4, 0.8, 1.6], [-0.8, -0.9, 0.4], [-0.7, -0.9, 0.7], [-0.5, -0.8, -1.8], [0.8, 1.0, -0.9], [0.0, -0.2, 0.1], [0.0, 0.2, -0.1], [0.1, -0.2, -0.1], [0.1, -0.1, 0.0], [-0.1, 0.0, -0.1], [-0.3, 0.0, 0.0], [-0.4, -0.1, 0.0], [0.0, -0.1, 0.0], [0.1, 0.1, 0.1], [-0.2, 0.0, -0.1], [0.2, 0.1, 0.3], [0.2, -0.1, -0.1], [-0.3, 0.1, 0.1], [0.0, 0.0, 0.2], [0.1, -0.1, -0.2], [0.1, -0.1, 0.1], [-0.2, 0.1, 0.0], [0.1, 0.1, 0.4], [0.1, 0.2, 0.1], [-0.1, -0.1, -0.3], [0.0, -0.1, 0.1], [0.0, 0.0, 0.1], [0.1, 0.1, 0.3], [-0.1, -0.1, -0.2], [0.0, 0.0, -0.1], [0.0, 0.0, -0.1], [0.1, 0.1, 0.1], [0.0, -0.2, -0.2], [-0.1, 0.2, 0.3], [0.2, -0.1, -0.1], [0.1, 0.1, 0.1], [0.0, 0.0, -0.2], [0.0, -0.1, 0.2], [-0.3, 0.2, 0.0], [0.2, -0.1, 0.0], [0.0, 0.0, 0.0], [-0.1, -0.1, -0.1], [0.0, 0.0, 0.0], [0.1, -0.1, 0.0], [0.0, 0.0, 0.0], [0.0, 0.0, 0.0], [-0.1, 0.1, 0.0], [0.0, 0.0, 0.0], [0.0, 0.0, 0.1], [0.0, 0.1, 0.1], [0.0, 0.0, 0.0], [0.0, 0.1, -0.1], [-0.1, 0.0, 0.0], [-0.1, 0.1, 0.0], [0.0, -0.1, 0.1], [-0.1, 0.1, -0.1], [0.1, -0.2, 0.1], [-0.1, 0.3, 0.0], [0.1, -0.2, -0.1], [-0.1, 0.1, -0.1], [0.0, -0.2, 0.1], [0.2, 0.1, -0.1], [-0.1, 0.1, 0.1], [0.1, -0.1, -0.2], [0.0, 0.0, 0.0], [0.1, -0.1, 0.1], [0.0, 0.0, 0.0], [0.0, -0.1, -0.1], [0.0, 0.0, 0.0], [0.0, 0.0, 0.0], [-0.1, 0.1, 0.1], [0.0, 0.0, 0.0], [0.1, 0.1, 0.0], [0.0, 0.1, 0.0], [0.0, 0.0, 0.0], [-0.1, -0.1, 0.1], [0.0, 0.0, 0.1], [-0.1, 0.0, 0.1], [0.0, 0.1, 0.0]], "e_homo_ev": -8.26, "energy_ev": -104274.2401, "largest_force_ev_per_a": 2.00}